1.
Density functional theory data (ωB97M-V/def2-TZVPD) for a structure of composition C36H32F5MnN3O9S2 in a non-equilibrium geometry.

## Properties
LUMO energy (spin up / spin down): -1.7 / -1.1 eV
Strongest force on any atom: 1.00 eV/Å
Kohn-Sham gap (spin up / spin down): 0.2623 / 0.2877 Ha
⟨S²⟩: 3.927
E_HOMO (spin up / spin down): -8.872 / -8.907 eV

```
! RIJCOSX wB97M-V def2-TZVPD def2/J DEFGRID3
* xyz 0 4
Mn -0.58502 0.65322 -0.36801
C 0.80535 0.36983 6.39089
C -0.21307 -0.42293 5.55851
C -1.19304 -1.14262 6.49427
C 0.54116 -1.47344 4.74510
C -0.98249 0.55722 4.66696
C -1.75039 1.56996 5.27797
C -2.41013 2.53145 4.55057
C -2.30800 2.47925 3.16228
S -2.93029 3.60785 2.00190
C -2.22245 2.69001 0.74578
N -1.61934 1.60191 1.12921
C -1.59429 1.46489 2.53280
C -0.91753 0.50068 3.28623
C -2.17033 3.04546 -0.66547
C -2.86037 4.09837 -1.25329
C -2.76386 4.29256 -2.62193
C -1.99849 3.42086 -3.38820
C -1.30998 2.36388 -2.79715
C -1.37783 2.21124 -1.43187
H 1.37851 -0.31168 7.02538
H 0.32129 1.10475 7.03860
H 1.50610 0.89900 5.74019
H -0.64777 -1.84852 7.12624
H -1.93435 -1.70362 5.92007
H -1.72309 -0.44959 7.15155
H 1.02394 -2.17288 5.43301
H 1.32303 -1.02111 4.12908
H -0.11704 -2.03891 4.08549
H -1.80694 1.61450 6.35935
H -2.97333 3.31496 5.04120
H -0.34504 -0.25647 2.77770
H -3.47523 4.75328 -0.64463
H -3.30117 5.10488 -3.09423
H -1.94617 3.54678 -4.46273
H -0.76529 1.67398 -3.42670
O -1.25229 -2.53617 1.99813
C -1.16790 -1.92701 0.95221
O -0.36827 -0.90441 0.76306
C -1.93457 -2.38789 -0.24717
C -2.36318 -3.69879 -0.28548
C -3.01447 -4.17414 -1.40639
C -3.21821 -3.38213 -2.50925
C -2.77019 -2.07894 -2.46940
C -2.17983 -1.52208 -1.32333
O -1.95014 -0.22966 -1.27450
N -2.90830 -1.30909 -3.72751
O -3.82580 -1.60131 -4.46628
O -2.12408 -0.40132 -3.93396
N -3.47185 -5.57729 -1.45212
O -4.02095 -5.95684 -2.46763
O -3.30607 -6.25545 -0.46032
H -2.18165 -4.33891 0.56630
H -3.69766 -3.76915 -3.39465
F 6.25084 2.17732 0.45479
C 4.92509 2.02139 0.42209
C 4.17211 2.62688 -0.56384
F 4.77080 3.36371 -1.50614
C 2.80111 2.46313 -0.58174
F 2.09778 3.06052 -1.55697
C 2.13544 1.68894 0.36367
O 0.82423 1.55607 0.33836
C 2.91635 1.08755 1.34273
F 2.34013 0.33461 2.28027
C 4.28931 1.25114 1.37455
F 5.00856 0.65761 2.32882
C 2.88472 2.27514 -4.53783
C 3.26242 0.79689 -4.48430
C 2.82267 0.10703 -3.19241
S 1.04047 -0.09045 -3.16757
O 0.66828 -0.09553 -1.68766
C 0.84599 -1.81670 -3.66046
C 0.88724 -2.81855 -2.50118
C 2.25832 -3.42993 -2.22952
H 3.04261 2.67985 -5.53793
H 3.48842 2.85380 -3.83608
H 1.83575 2.43925 -4.27634
H 4.34436 0.68290 -4.56303
H 2.84022 0.26618 -5.34507
H 3.04445 0.70053 -2.30470
H 3.27048 -0.87932 -3.08243
H 1.62917 -1.97927 -4.40671
H -0.11827 -1.83890 -4.17160
H 0.16817 -3.60490 -2.73749
H 0.52052 -2.33333 -1.59645
H 2.68471 -3.87292 -3.13303
H 2.18068 -4.21705 -1.47924
H 2.96525 -2.69204 -1.84342
*
```

Charges obtained by Löwdin population analysis, quoted in units of e: atom 1 (Mn): 0.97, atom 2 (C): -0.04, atom 3 (C): -0.55, atom 4 (C): -0.04, atom 5 (C): -0.05, atom 6 (C): -0.14, atom 7 (C): -0.03, atom 8 (C): -0.07, atom 9 (C): -0.45, atom 10 (S): 1.17, atom 11 (C): -0.50, atom 12 (N): 0.04, atom 13 (C): -0.21, atom 14 (C): 0.07, atom 15 (C): -0.22, atom 16 (C): -0.03, atom 17 (C): -0.07, atom 18 (C): -0.05, atom 19 (C): -0.08, atom 20 (C): -0.08, atom 21 (H): 0.09, atom 22 (H): 0.08, atom 23 (H): 0.09, atom 24 (H): 0.09, atom 25 (H): 0.09, atom 26 (H): 0.07, atom 27 (H): 0.09, atom 28 (H): 0.08, atom 29 (H): 0.07, atom 30 (H): 0.11, atom 31 (H): 0.11, atom 32 (H): 0.08, atom 33 (H): 0.11, atom 34 (H): 0.11, atom 35 (H): 0.11, atom 36 (H): 0.05, atom 37 (O): 0.09, atom 38 (C): -0.53, atom 39 (O): -0.11, atom 40 (C): -0.04, atom 41 (C): 0.09, atom 42 (C): -0.12, atom 43 (C): 0.08, atom 44 (C): -0.05, atom 45 (C): -0.23, atom 46 (O): -0.12, atom 47 (N): -0.32, atom 48 (O): 0.10, atom 49 (O): 0.06, atom 50 (N): -0.35, atom 51 (O): 0.08, atom 52 (O): 0.09, atom 53 (H): 0.14, atom 54 (H): 0.13, atom 55 (F): 0.12, atom 56 (C): -0.15, atom 57 (C): -0.15, atom 58 (F): 0.12, atom 59 (C): -0.16, atom 60 (F): 0.11, atom 61 (C): -0.22, atom 62 (O): -0.13, atom 63 (C): -0.12, atom 64 (F): 0.13, atom 65 (C): -0.14, atom 66 (F): 0.13, atom 67 (C): -0.10, atom 68 (C): -0.27, atom 69 (C): -0.31, atom 70 (S): 1.06, atom 71 (O): -0.52, atom 72 (C): -0.29, atom 73 (C): -0.26, atom 74 (C): -0.09, atom 75 (H): 0.08, atom 76 (H): 0.07, atom 77 (H): 0.06, atom 78 (H): 0.12, atom 79 (H): 0.11, atom 80 (H): 0.08, atom 81 (H): 0.09, atom 82 (H): 0.10, atom 83 (H): 0.07, atom 84 (H): 0.11, atom 85 (H): 0.09, atom 86 (H): 0.08, atom 87 (H): 0.08, atom 88 (H): 0.07

2.
Density functional theory data (ωB97M-V/def2-TZVPD) for a structure of composition C20H50I2O10.

## Properties
LUMO energy: 0.1 eV
Strongest force on any atom: 0.76 eV/Å
Kohn-Sham gap: 0.3277 Ha
E_HOMO: -8.810 eV

```
! RIJCOSX wB97M-V def2-TZVPD def2/J DEFGRID3
* xyz 0 1
C 1.47241 -0.30298 3.74164
C 1.18213 -1.51932 2.84168
I 3.02047 -2.56452 2.44410
C 0.10337 -2.47342 3.38841
I 0.86567 -3.80157 4.88802
C -1.14724 -1.67557 3.80174
C -1.87339 -1.82878 5.16157
O -3.27012 -1.75184 4.77247
C -3.31479 -1.47720 3.45881
O -4.15978 -0.86453 2.88266
O -2.20317 -1.97722 2.86269
H 0.92927 -0.36569 4.69213
H 1.16709 0.62495 3.24067
H 2.53611 -0.21283 3.98540
H 0.88137 -1.22360 1.82976
H -0.22125 -3.12873 2.57165
H -0.94919 -0.60143 3.68754
H -1.65479 -0.96063 5.78866
H -1.73824 -2.77522 5.68568
C -6.30556 1.87615 1.55500
C -6.12521 2.33543 2.99023
O -6.13495 1.23849 3.88977
H -7.26467 1.37342 1.42973
H -6.26943 2.72096 0.86318
H -5.51240 1.17440 1.28706
H -6.92326 3.01478 3.29106
H -5.17446 2.87450 3.09191
H -5.39656 0.70440 3.56928
C -3.20911 4.14336 -0.42172
C -2.78954 3.53364 0.90098
O -1.48030 3.93622 1.30117
H -2.50598 3.86489 -1.20759
H -4.20492 3.80288 -0.70759
H -3.22762 5.23412 -0.35866
H -2.75619 2.44721 0.83006
H -3.50133 3.79855 1.68884
H -1.46672 4.89428 1.39221
C 2.29719 2.40391 -0.57707
C 1.15962 1.45001 -0.27060
O 0.52290 1.72174 0.97116
H 3.04044 2.36991 0.22191
H 2.77769 2.15595 -1.52276
H 1.92917 3.43123 -0.64398
H 1.53026 0.42639 -0.19643
H 0.42053 1.47772 -1.08148
H 0.15782 2.61792 0.93722
C 2.39438 2.40735 -5.91556
C 2.32828 3.18752 -4.61687
O 3.28809 2.74138 -3.66520
H 2.24669 1.34370 -5.72668
H 1.62984 2.74847 -6.61494
H 3.36937 2.53191 -6.39254
H 1.35911 3.05129 -4.13687
H 2.45971 4.25784 -4.80929
H 4.16475 2.86030 -4.04492
C 4.00987 -0.30604 -1.46693
C 4.88630 -0.21583 -0.23342
O 5.49783 -1.45756 0.10830
H 3.22905 -1.05561 -1.32883
H 3.53787 0.65400 -1.68145
H 4.59212 -0.59599 -2.34405
H 4.29023 0.05786 0.63778
H 5.65652 0.55210 -0.36567
H 6.05600 -1.73461 -0.62519
C -0.76780 -5.75090 0.01620
C 0.30936 -5.18271 -0.88803
O 0.76882 -3.91065 -0.44531
H -1.61232 -5.06346 0.07780
H -1.12573 -6.71195 -0.35557
H -0.38152 -5.90260 1.02768
H -0.07905 -5.02141 -1.89334
H 1.15103 -5.87994 -0.96396
H 1.13149 -4.02390 0.43992
C 0.71967 -2.44328 -3.89320
C 1.08060 -1.11353 -4.52452
O 2.48623 -0.88804 -4.55949
H 1.10987 -2.50899 -2.87773
H -0.36372 -2.57170 -3.85641
H 1.14004 -3.27057 -4.47221
H 0.66925 -0.28980 -3.94111
H 0.66580 -1.04603 -5.53674
H 2.88856 -1.59086 -5.07987
*
```

Charges obtained by Löwdin population analysis, quoted in units of e: atom 1 (C): -0.16, atom 2 (C): -0.80, atom 3 (I): 0.90, atom 4 (C): -0.71, atom 5 (I): 0.86, atom 6 (C): -0.30, atom 7 (C): -0.09, atom 8 (O): 0.07, atom 9 (C): -0.55, atom 10 (O): 0.17, atom 11 (O): 0.08, atom 12 (H): 0.07, atom 13 (H): 0.07, atom 14 (H): 0.05, atom 15 (H): 0.07, atom 16 (H): 0.07, atom 17 (H): 0.15, atom 18 (H): 0.14, atom 19 (H): 0.08, atom 20 (C): -0.09, atom 21 (C): -0.33, atom 22 (O): -0.08, atom 23 (H): 0.08, atom 24 (H): 0.06, atom 25 (H): 0.07, atom 26 (H): 0.11, atom 27 (H): 0.09, atom 28 (H): 0.04, atom 29 (C): -0.08, atom 30 (C): -0.31, atom 31 (O): -0.09, atom 32 (H): 0.07, atom 33 (H): 0.07, atom 34 (H): 0.07, atom 35 (H): 0.12, atom 36 (H): 0.10, atom 37 (H): 0.09, atom 38 (C): -0.09, atom 39 (C): -0.30, atom 40 (O): -0.10, atom 41 (H): 0.08, atom 42 (H): 0.03, atom 43 (H): 0.08, atom 44 (H): 0.10, atom 45 (H): 0.11, atom 46 (H): 0.05, atom 47 (C): -0.08, atom 48 (C): -0.31, atom 49 (O): -0.09, atom 50 (H): 0.05, atom 51 (H): 0.07, atom 52 (H): 0.07, atom 53 (H): 0.11, atom 54 (H): 0.11, atom 55 (H): 0.09, atom 56 (C): -0.08, atom 57 (C): -0.33, atom 58 (O): -0.13, atom 59 (H): 0.08, atom 60 (H): 0.03, atom 61 (H): 0.08, atom 62 (H): 0.08, atom 63 (H): 0.11, atom 64 (H): 0.08, atom 65 (C): -0.09, atom 66 (C): -0.32, atom 67 (O): -0.11, atom 68 (H): 0.08, atom 69 (H): 0.07, atom 70 (H): 0.07, atom 71 (H): 0.11, atom 72 (H): 0.11, atom 73 (H): 0.01, atom 74 (C): -0.09, atom 75 (C): -0.32, atom 76 (O): -0.09, atom 77 (H): 0.06, atom 78 (H): 0.08, atom 79 (H): 0.08, atom 80 (H): 0.11, atom 81 (H): 0.11, atom 82 (H): 0.08

Number 1: molecular weight 864.726 g/mol. Number 2: molecular weight 704.418 g/mol.